Formula: C24H24N2O5S
Source: the Open Molecules 2025 dataset
Level of theory: ωB97M-V/def2-TZVPD

The HOMO-LUMO gap comes out at 8.352 eV. Its lowest unoccupied orbital energy is 0.44 eV. Its structure (SMILES) is O=C(CCc1ccc(S(=O)(=O)NCCc2ccccc2)cc1)Nc1ccc2c(c1)OCO2. The value obtained for the highest occupied orbital energy is -0.291 Ha. The energy above the lowest of the compared OMol25 structures with the same formula, charge and spin is 21.6 kJ/mol.

```
! RIJCOSX wB97M-V def2-TZVPD def2/J DEFGRID3
* xyz 0 1
O -0.467 -3.197 1.308
C -0.074 -3.205 0.164
C 1.049 -4.126 -0.297
C 2.300 -3.866 0.556
C 2.711 -2.424 0.459
C 2.534 -1.566 1.538
C 2.880 -0.228 1.437
C 3.389 0.250 0.245
S 3.802 1.988 0.107
O 4.358 2.420 1.353
O 4.537 2.181 -1.108
N 2.363 2.797 -0.063
C 1.621 2.657 -1.289
C 0.561 1.542 -1.256
C -0.433 1.809 -0.162
C -1.399 2.796 -0.318
C -2.266 3.104 0.715
C -2.179 2.426 1.920
C -1.231 1.431 2.080
C -0.363 1.126 1.045
C 3.577 -0.586 -0.838
C 3.241 -1.923 -0.727
N -0.559 -2.405 -0.828
C -1.608 -1.478 -0.784
C -1.876 -0.761 -1.946
C -2.899 0.180 -2.006
C -3.641 0.371 -0.868
C -3.379 -0.353 0.296
C -2.372 -1.281 0.372
O -4.262 0.021 1.269
C -5.104 0.987 0.680
O -4.693 1.220 -0.650
H 1.273 -3.982 -1.355
H 0.722 -5.156 -0.145
H 2.070 -4.113 1.593
H 3.110 -4.513 0.212
H 2.120 -1.948 2.459
H 2.777 0.448 2.271
H 1.807 2.814 0.777
H 1.132 3.613 -1.504
H 2.368 2.465 -2.061
H 1.045 0.577 -1.094
H 0.057 1.522 -2.224
H -1.473 3.326 -1.257
H -3.010 3.875 0.577
H -2.850 2.668 2.731
H -1.168 0.888 3.010
H 0.369 0.342 1.173
H 3.997 -0.175 -1.742
H 3.403 -2.588 -1.564
H -0.122 -2.482 -1.736
H -1.278 -0.937 -2.828
H -3.102 0.734 -2.907
H -2.174 -1.832 1.273
H -5.047 1.925 1.252
H -6.144 0.621 0.684
*
```